The following is a quantum chemistry calculation of C4H10Cl2N2Si in the gas phase at a distorted geometry, from the OMol25 dataset.

Values from the calculation:
Relative energy (zero: lowest compared OMol25 entry of this formula, charge and spin) (kJ/mol): 260.39
LUMO level (Eh): -0.0062
Largest force on an atom (eV/Å): 5.38
Charge: 0
Gap between HOMO and LUMO (eV): 8.84
SMILES: CC(C)(N)CN=[Si](Cl)Cl

CARTESIAN COORDINATES (ANGSTROEM)
1 C -1.94 -0.64 0.46
2 C -0.73 0.06 -0.03
3 C -0.38 -0.39 -1.50
4 N -1.16 1.49 -0.02
5 C 0.37 -0.29 0.98
6 N 1.67 0.40 0.86
7 Si 3.11 0.27 0.14
8 Cl 3.86 -1.21 -1.02
9 Cl 4.57 1.57 0.58
10 H -2.90 -0.46 -0.22
11 H -2.36 -0.28 1.38
12 H -1.99 -1.77 0.45
13 H 0.69 -0.13 -1.86
14 H -1.16 0.19 -2.16
15 H -0.45 -1.39 -1.59
16 H -0.40 2.08 -0.36
17 H -1.44 1.91 0.91
18 H 0.09 0.01 2.03
19 H 0.56 -1.42 0.96

These are the Löwdin partial charges, in e, on atoms 1 to 2:
1 C -0.119
2 C -0.650



The following is a quantum chemistry calculation of C36H54O27 as an isolated structure at a distorted geometry, from the OMol25 dataset.

Values from the calculation:
Relative energy (zero: lowest compared OMol25 entry of this formula, charge and spin) (kJ/mol): 346.35
LUMO level (Eh): -0.0215
Largest force on an atom (eV/Å): 6.85
Charge: 0
Gap between HOMO and LUMO (eV): 9.31

CARTESIAN COORDINATES (ANGSTROEM)
1 C 1.47 -0.53 -1.26
2 C 0.22 -0.22 -0.45
3 C -0.71 -1.41 -0.25
4 O -1.07 -1.31 1.14
5 C -0.22 -0.49 1.78
6 O -0.17 -0.35 2.96
7 O 0.63 0.06 0.90
8 H 2.23 0.25 -1.24
9 H 1.22 -0.72 -2.31
10 H 1.94 -1.42 -0.84
11 H -0.34 0.62 -0.86
12 H -0.15 -2.35 -0.22
13 H -1.52 -1.42 -0.96
14 C -5.98 2.46 -2.50
15 C -5.01 1.44 -3.07
16 C -3.53 1.87 -2.97
17 O -2.85 0.66 -2.68
18 C -3.73 -0.27 -2.25
19 O -3.44 -1.33 -1.81
20 O -4.98 0.19 -2.39
21 H -5.80 3.44 -2.96
22 H -5.87 2.54 -1.42
23 H -7.00 2.26 -2.79
24 H -5.28 1.21 -4.10
25 H -3.36 2.67 -2.25
26 H -3.16 2.18 -3.95
27 C 2.80 3.36 -4.65
28 C 2.44 2.16 -3.77
29 C 1.15 1.44 -4.15
30 O 1.60 0.14 -4.54
31 C 2.91 0.02 -4.40
32 O 3.53 -0.92 -4.79
33 O 3.45 1.16 -3.91
34 H 2.07 4.16 -4.51
35 H 2.77 3.10 -5.71
36 H 3.78 3.75 -4.41
37 H 2.40 2.49 -2.73
38 H 0.53 1.94 -4.88
39 H 0.65 1.27 -3.19
40 C -2.35 -1.60 5.02
41 C -3.57 -1.64 5.92
42 C -3.95 -0.35 6.64
43 O -5.38 -0.37 6.53
44 C -5.79 -1.33 5.71
45 O -6.92 -1.52 5.39
46 O -4.74 -2.05 5.24
47 H -1.93 -2.59 4.86
48 H -1.55 -0.96 5.39
49 H -2.59 -1.22 4.03
50 H -3.37 -2.41 6.68
51 H -3.52 0.51 6.12
52 H -3.67 -0.35 7.69
53 C -3.66 -2.86 -3.41
54 C -2.47 -3.69 -3.84
55 C -1.20 -2.93 -4.34
56 O -0.19 -3.30 -3.41
57 C -0.63 -4.26 -2.58
58 O 0.02 -4.83 -1.77
59 O -1.97 -4.38 -2.70
60 H -3.30 -2.11 -2.70
61 H -4.37 -3.52 -2.91
62 H -4.18 -2.40 -4.24
63 H -2.68 -4.43 -4.62
64 H -1.37 -1.87 -4.52
65 H -0.92 -3.37 -5.30
66 C 5.31 1.08 -1.13
67 C 5.33 -0.40 -0.81
68 C 5.08 -1.37 -1.97
69 O 5.95 -2.44 -1.69
70 C 6.88 -2.05 -0.78
71 O 7.69 -2.76 -0.30
72 O 6.71 -0.74 -0.52
73 H 5.72 1.20 -2.14
74 H 6.00 1.69 -0.55
75 H 4.32 1.54 -1.19
76 H 4.70 -0.53 0.07
77 H 5.25 -0.89 -2.93
78 H 4.03 -1.66 -1.92
79 C 0.74 6.64 -2.21
80 C -0.34 5.66 -1.80
81 C -0.89 4.92 -3.06
82 O -0.78 3.54 -2.72
83 C -0.07 3.40 -1.58
84 O 0.08 2.33 -1.10
85 O 0.24 4.58 -1.04
86 H 1.55 6.19 -2.79
87 H 1.25 7.09 -1.35
88 H 0.25 7.45 -2.75
89 H -1.11 6.14 -1.20
90 H -0.28 5.16 -3.93
91 H -1.93 5.12 -3.28
92 C 0.06 1.26 6.16
93 C 1.20 2.13 6.65
94 C 0.98 3.67 6.55
95 O 0.74 4.04 7.88
96 C 1.11 3.07 8.74
97 O 1.11 3.18 9.92
98 O 1.41 1.97 8.03
99 H -0.86 1.56 6.66
100 H 0.33 0.22 6.35
101 H -0.11 1.42 5.10
102 H 2.14 1.87 6.15
103 H 0.14 3.96 5.91
104 H 1.86 4.18 6.14
105 C 1.50 -6.66 2.14
106 C 1.39 -5.62 1.03
107 C 0.78 -4.27 1.44
108 O 1.70 -3.28 0.98
109 C 2.84 -3.90 0.62
110 O 3.86 -3.35 0.33
111 O 2.72 -5.23 0.68
112 H 2.25 -7.37 1.78
113 H 0.57 -7.20 2.26
114 H 1.89 -6.29 3.08
115 H 0.88 -6.07 0.18
116 H 0.66 -4.22 2.52
117 H -0.20 -4.22 0.95

These are the Löwdin partial charges, in e, on atoms 1 to 2:
1 C 0.017
2 C -0.296



The following is a quantum chemistry calculation of AlI2O2V as an isolated structure at a distorted geometry, from the OMol25 dataset.

Values from the calculation:
Relative energy (zero: lowest compared OMol25 entry of this formula, charge and spin) (kJ/mol): 130.21
LUMO level (Eh): -0.5084
Largest force on an atom (eV/Å): 6.38
Charge: +2
Gap between HOMO and LUMO (eV): 3.48

CARTESIAN COORDINATES (ANGSTROEM)
1 Al -35.67 24.45 -24.11
2 O -32.71 27.80 -22.16
3 V -32.07 26.48 -22.30
4 O -33.19 25.65 -23.26
5 I -30.13 25.79 -24.39
6 I -31.09 25.35 -19.74

These are the Löwdin partial charges, in e, on atoms 1 to 2:
1 Al 1.075
2 O -0.219